[1]
{
  "formula": "C15H18N2O4S",
  "method": "ωB97M-V/def2-TZVPD",
  "orbital_gap_ev": 9.127,
  "e_homo_ev": -8.6,
  "e_tot_ev": -37852.809,
  "de_lowest_kj_mol": 120.1,
  "smiles": "COC(=O)c1cc2ccsc2n1CC(=O)NC[C@@H]1CCCO1",
  "elements": ["C", "H", "H", "H", "O", "C", "O", "C", "C", "C", "C", "N", "C", "H", "H", "C", "O", "N", "H", "C", "H", "H", "C", "C", "H", "C", "H", "H", "C", "H", "H", "O", "H", "H", "S", "C", "C", "H", "H", "H"],
  "coordinates": [[3.351033, -0.787756, 0.243598], [3.307290, -0.247380, 1.190700], [4.337753, -0.654799, -0.204272], [3.143031, -1.846558, 0.386824], [2.357374, -0.299706, -0.645003], [1.911269, 0.953077, -0.455736], [2.321899, 1.689178, 0.412060], [0.869202, 1.333681, -1.400959], [0.383153, 2.620934, -1.566952], [-0.610156, 2.563182, -2.557737], [-0.686053, 1.219406, -2.945085], [0.208712, 0.471078, -2.266236], [0.306200, -0.960169, -2.330892], [1.328712, -1.275077, -2.551415], [-0.351547, -1.309555, -3.133215], [-0.122538, -1.650549, -1.023410], [0.383741, -2.683050, -0.648598], [-1.130295, -1.025580, -0.384780], [-1.478402, -0.147623, -0.737699], [-1.655235, -1.465291, 0.884923], [-2.746618, -1.521002, 0.833160], [-1.256022, -2.463934, 1.074219], [-1.261300, -0.512787, 2.030857], [0.253862, -0.545103, 2.317793], [0.733553, 0.397385, 2.063287], [0.331298, -0.845669, 3.816793], [1.186566, -1.461939, 4.082200], [0.366928, 0.080961, 4.389672], [-0.999596, -1.554845, 4.060094], [-1.365516, -1.472102, 5.083717], [-0.929631, -2.617409, 3.786497], [-1.925956, -0.890399, 3.223583], [0.719089, -1.344688, 1.741340], [-1.608307, 0.498733, 1.780866], [-1.876432, 0.919313, -4.149946], [-2.272934, 2.622910, -4.140950], [-1.545564, 3.360430, -3.275103], [-1.664359, 4.420501, -3.147850], [-3.045275, 2.952832, -4.806997], [0.731070, 3.479365, -1.029347]],
  "atomic_forces_ev_per_a": [[0.253, -0.059, 0.401], [0.029, -0.114, -0.092], [-0.074, 0.007, 0.029], [0.008, 0.046, -0.028], [-0.293, 0.135, -0.330], [0.327, 0.153, 0.481], [-0.038, -0.092, -0.237], [-0.099, 0.624, 0.009], [0.275, -0.473, 0.182], [-0.021, -0.842, -0.168], [-0.270, 0.552, -0.144], [0.055, 0.233, -0.058], [0.242, -0.698, 0.047], [-0.263, 0.009, 0.040], [0.086, 0.036, 0.084], [-0.081, 0.347, -0.444], [0.256, -0.402, 0.004], [-0.236, 0.325, 0.226], [0.127, -0.025, -0.125], [-0.180, -0.021, 0.489], [0.088, -0.049, 0.008], [-0.097, 0.070, 0.011], [0.048, -0.008, -0.528], [-0.105, 0.087, 0.025], [0.064, -0.020, -0.038], [-0.275, -0.034, 0.003], [0.070, -0.001, 0.041], [0.022, -0.016, 0.049], [0.269, -0.111, 0.196], [0.034, -0.069, -0.033], [0.002, 0.044, 0.062], [-0.198, 0.043, -0.043], [0.061, -0.014, -0.075], [0.065, -0.087, 0.004], [0.064, 0.107, 0.081], [0.012, -0.147, -0.017], [-0.125, 0.020, -0.135], [-0.077, 0.204, -0.027], [-0.158, 0.114, -0.119], [0.134, 0.124, 0.168]]
}

[2]
{
  "formula": "C38H30FN5O4PdS2",
  "method": "ωB97M-V/def2-TZVPD",
  "orbital_gap_ev": [4.473, 4.910],
  "total_charge": 2,
  "e_homo_ev": [-9.5, -11.5],
  "e_tot_ev": -83386.197,
  "de_lowest_kj_mol": 165.2,
  "spin_multiplicity": 3,
  "elements": ["Pd", "S", "C", "C", "C", "C", "C", "C", "N", "C", "C", "C", "C", "C", "C", "C", "C", "N", "C", "C", "C", "C", "C", "S", "C", "H", "H", "H", "H", "H", "H", "H", "H", "H", "H", "H", "H", "F", "C", "C", "C", "C", "O", "C", "C", "N", "C", "C", "C", "C", "C", "C", "N", "C", "C", "N", "C", "C", "C", "O", "O", "H", "H", "H", "H", "H", "H", "H", "H", "H", "H", "H", "H", "H", "H", "H", "H", "H", "H", "O", "C"],
  "coordinates": [[0.154831, -0.505142, -0.385830], [6.587888, 2.368044, -0.156016], [6.550059, 4.040214, -0.471627], [5.262357, 4.516025, -0.710970], [4.305112, 3.533773, -0.639283], [4.851269, 2.240070, -0.333136], [4.208751, 1.029053, -0.185526], [2.793626, 0.941077, -0.313382], [2.120335, -0.164531, -0.192853], [2.839229, -1.369798, 0.056048], [4.240390, -1.391596, 0.204878], [4.840588, -2.681130, 0.452786], [4.105912, -3.811560, 0.526897], [2.682648, -3.790589, 0.363747], [1.855172, -4.915384, 0.419774], [0.487751, -4.797317, 0.249426], [-0.021213, -3.505677, 0.015545], [0.738652, -2.432646, -0.039557], [2.082851, -2.541238, 0.129937], [-0.414365, -5.951596, 0.305066], [-0.080579, -7.263466, 0.502560], [-1.202679, -8.126128, 0.501737], [-2.369877, -7.452947, 0.303895], [-2.117124, -5.779730, 0.118614], [4.946179, -0.213540, 0.099702], [7.464270, 4.612075, -0.472660], [5.054556, 5.551890, -0.932382], [3.253498, 3.707306, -0.805003], [2.219031, 1.831808, -0.527413], [5.915745, -2.716436, 0.574515], [4.585566, -4.764717, 0.710809], [2.297389, -5.886822, 0.599489], [-1.080861, -3.328846, -0.134774], [0.932386, -7.611748, 0.643404], [-1.147249, -9.194977, 0.641088], [-3.367980, -7.856471, 0.257776], [6.021551, -0.197082, 0.204332], [-2.884438, 6.424225, 0.438142], [-3.539214, 5.274916, 0.188372], [-2.848420, 4.105965, 0.254933], [-3.512864, 2.887440, 0.037054], [-2.780848, 1.647260, 0.070201], [-1.532837, 1.680100, 0.437481], [-3.478826, 0.472487, -0.237598], [-4.834435, 0.562226, -0.456769], [-5.532955, 1.702710, -0.449304], [-6.964777, 1.662156, -0.697853], [-7.899154, 2.040318, 0.413578], [-7.779640, 0.608844, -0.017640], [-4.885456, 2.905704, -0.239196], [-5.569807, 4.126388, -0.331310], [-4.919120, 5.325003, -0.115705], [-5.646821, 6.531798, -0.234103], [-6.893622, 6.661451, 0.509865], [-7.926266, 7.347500, -0.391724], [-7.177208, 8.213992, -1.375494], [-6.019584, 8.888267, -0.698889], [-4.970348, 7.820764, -0.358552], [-2.917095, -0.945893, -0.288652], [-3.687751, -1.838003, 0.012421], [-1.724283, -1.113124, -0.720080], [-1.792505, 4.099405, 0.483860], [-5.392804, -0.349391, -0.618483], [-7.219085, 1.932628, -1.715223], [-8.794345, 2.587006, 0.151258], [-7.454394, 2.301111, 1.364664], [-8.581267, 0.168017, -0.590990], [-7.274794, -0.067444, 0.657788], [-6.614520, 4.124187, -0.603477], [-6.741216, 7.233861, 1.432327], [-7.271060, 5.686566, 0.802656], [-8.600765, 7.996862, 0.162867], [-8.510408, 6.639730, -0.976322], [-7.804121, 8.895035, -1.803958], [-6.814003, 7.616186, -2.120207], [-6.430318, 9.374713, 0.183841], [-5.621267, 9.651706, -1.362361], [-4.454620, 8.136311, 0.551352], [-4.233427, 7.758228, -1.157516], [-0.278958, 2.250370, -1.441047], [-0.404515, 1.355297, -0.707022]],
  "atomic_forces_ev_per_a": [[-0.142, 0.436, -0.082], [-0.031, -0.056, 0.006], [-0.019, 0.093, -0.019], [0.084, 0.010, 0.008], [0.003, -0.135, 0.028], [0.011, 0.267, -0.060], [-0.052, -0.435, 0.071], [0.101, 0.135, -0.007], [0.230, -0.232, 0.035], [-0.160, 0.039, -0.020], [-0.207, -0.250, 0.026], [0.144, 0.135, -0.008], [0.015, -0.170, 0.025], [0.068, -0.101, 0.024], [0.257, 0.041, 0.032], [-0.168, -0.177, 0.008], [-0.128, 0.253, -0.031], [-0.269, -0.222, -0.034], [0.219, 0.227, -0.004], [0.134, 0.228, -0.018], [0.027, -0.125, 0.016], [0.019, -0.004, 0.003], [0.010, -0.027, 0.002], [-0.088, 0.064, -0.012], [-0.067, 0.299, -0.058], [-0.002, 0.001, -0.001], [0.013, 0.006, 0.000], [-0.009, -0.014, 0.001], [0.009, 0.005, 0.000], [-0.006, -0.038, 0.007], [0.028, 0.021, 0.001], [0.042, 0.022, 0.005], [0.009, 0.012, -0.012], [-0.009, -0.011, 0.001], [0.011, -0.001, 0.001], [-0.006, 0.002, -0.001], [0.001, -0.038, 0.012], [0.030, 0.005, 0.003], [-0.066, 0.018, 0.016], [-0.082, -0.093, -0.023], [0.082, 0.046, 0.032], [0.066, -0.140, 0.210], [-0.480, 0.204, 0.057], [0.123, 0.084, -0.101], [-0.030, 0.031, 0.029], [-0.012, -0.083, 0.045], [0.030, 0.001, -0.037], [-0.017, -0.017, -0.025], [0.002, 0.026, -0.022], [-0.039, 0.069, -0.026], [0.061, -0.064, -0.005], [0.034, 0.053, -0.070], [-0.051, -0.048, 0.092], [-0.025, -0.017, 0.024], [0.005, 0.059, -0.064], [-0.005, -0.020, 0.013], [-0.056, 0.006, -0.039], [0.051, 0.027, -0.033], [-0.081, 0.099, 0.199], [0.000, -0.022, -0.084], [-0.010, -0.241, 0.002], [0.006, 0.037, 0.009], [-0.005, 0.008, -0.016], [-0.033, 0.006, 0.015], [-0.004, 0.004, 0.017], [0.002, 0.005, 0.000], [-0.004, -0.012, 0.012], [-0.003, -0.007, 0.000], [-0.008, 0.024, 0.003], [-0.002, 0.017, -0.015], [0.017, -0.008, 0.014], [-0.003, -0.020, 0.020], [0.008, -0.013, 0.012], [-0.004, 0.008, 0.013], [0.007, 0.001, 0.004], [0.027, 0.003, 0.008], [0.013, -0.007, 0.002], [-0.012, -0.004, 0.004], [0.016, -0.012, 0.019], [0.085, -0.020, 0.174], [0.295, -0.249, -0.431]]
}

Asked for max |F| across the records above, the calculation gives 0.9 0.6 eV Å⁻¹ in order.